{"formula": "C51H48Br2NO8P", "method": "ωB97M-V/def2-TZVPD", "elements": ["C", "C", "C", "O", "C", "C", "C", "C", "O", "C", "N", "C", "C", "C", "C", "C", "Br", "C", "C", "Br", "C", "O", "C", "C", "P", "C", "C", "C", "C", "C", "O", "H", "H", "H", "H", "H", "H", "H", "H", "H", "H", "H", "H", "H", "H", "H", "H", "H", "H", "H", "H", "H", "H", "H", "H", "H", "H", "H", "H", "H", "H", "H", "H", "C", "C", "C", "C", "C", "C", "C", "O", "C", "C", "C", "C", "C", "C", "C", "O", "H", "H", "H", "H", "H", "H", "H", "H", "C", "C", "C", "C", "C", "C", "C", "O", "C", "C", "C", "C", "C", "C", "C", "O", "H", "H", "H", "H", "H", "H", "H", "H"], "positions_angstrom": [[-3.03, 0.11, -7.33], [-2.04, 0.28, -8.61], [-1.38, -1.09, -9.10], [0.04, -1.26, -8.86], [0.47, -0.73, -7.61], [-0.03, -1.47, -6.33], [-0.95, -2.80, -6.35], [-0.33, -4.00, -5.45], [-1.39, -4.98, -5.20], [0.72, -4.77, -6.44], [1.94, -3.94, -6.69], [0.35, -0.96, -4.89], [1.26, 0.29, -4.84], [1.79, 1.04, -6.12], [1.41, 0.53, -7.56], [2.00, 1.27, -8.85], [0.73, 1.53, -10.34], [3.29, 0.38, -9.31], [2.97, -0.68, -10.46], [4.65, 1.67, -10.06], [2.68, 2.31, -5.83], [2.68, 3.40, -6.44], [3.66, 2.20, -4.54], [3.18, 1.51, -3.37], [4.36, 1.48, -1.90], [4.69, -0.27, -1.26], [3.43, -1.02, -0.59], [3.86, 2.68, -0.53], [3.56, 2.01, 0.90], [1.72, 0.83, -3.39], [0.98, 0.76, -2.37], [-2.64, -0.62, -6.55], [-4.04, -0.26, -7.75], [-3.24, 1.17, -6.91], [-1.33, 1.15, -8.43], [-2.74, 0.63, -9.47], [-2.04, -1.95, -8.70], [-1.52, -1.13, -10.25], [-0.95, -3.22, -7.43], [-2.04, -2.59, -6.06], [0.17, -3.63, -4.49], [-0.98, -5.87, -5.30], [0.26, -4.99, -7.47], [1.03, -5.80, -6.01], [2.63, -4.50, -7.22], [2.35, -3.61, -5.80], [0.00, -1.52, -3.94], [2.44, 2.31, -8.62], [3.80, -0.12, -8.41], [2.74, -0.20, -11.49], [2.19, -1.46, -10.16], [3.95, -1.27, -10.64], [4.69, 2.69, -4.60], [5.18, -0.94, -2.06], [5.50, -0.17, -0.43], [2.52, -0.34, -0.60], [3.69, -1.21, 0.52], [3.28, -2.03, -1.09], [2.87, 3.19, -0.86], [4.62, 3.55, -0.48], [4.32, 1.22, 1.21], [3.48, 2.88, 1.66], [2.52, 1.53, 0.84], [-2.01, 1.18, 2.46], [-3.05, 1.29, 3.38], [-2.87, 2.04, 4.54], [-1.65, 2.66, 4.79], [-0.60, 2.53, 3.88], [-0.79, 1.79, 2.71], [0.71, 3.15, 4.15], [1.63, 3.03, 3.35], [0.91, 3.90, 5.41], [2.16, 4.43, 5.71], [2.34, 5.15, 6.89], [1.28, 5.34, 7.77], [0.03, 4.80, 7.48], [-0.16, 4.07, 6.30], [-1.48, 3.47, 6.02], [-2.41, 3.63, 6.79], [-2.15, 0.60, 1.55], [-4.00, 0.80, 3.20], [-3.69, 2.12, 5.26], [0.02, 1.70, 1.99], [2.99, 4.29, 5.03], [3.32, 5.57, 7.12], [1.42, 5.91, 8.68], [-0.79, 4.95, 8.17], [-2.94, -5.66, 8.71], [-3.32, -5.67, 10.05], [-3.62, -4.47, 10.70], [-3.53, -3.26, 10.01], [-3.13, -3.25, 8.67], [-2.84, -4.45, 8.02], [-2.98, -1.97, 7.94], [-2.63, -1.96, 6.77], [-3.25, -0.71, 8.65], [-3.06, 0.51, 8.00], [-3.33, 1.71, 8.66], [-3.80, 1.69, 9.97], [-3.99, 0.48, 10.63], [-3.71, -0.72, 9.98], [-3.87, -2.00, 10.70], [-4.28, -2.02, 11.85], [-2.71, -6.59, 8.20], [-3.38, -6.61, 10.59], [-3.92, -4.49, 11.74], [-2.54, -4.45, 6.98], [-2.70, 0.53, 6.98], [-3.18, 2.66, 8.14], [-4.02, 2.62, 10.48], [-4.35, 0.48, 11.65]], "lowdin_charge": [-0.11, -0.24, -0.21, -0.17, -0.11, -0.06, -0.10, -0.31, -0.08, -0.23, -0.01, 0.06, -0.03, 0.02, -0.04, -0.64, 0.76, -0.69, -0.21, 0.60, -0.27, 0.05, 0.01, -0.29, 0.94, -0.43, -0.18, -0.42, -0.17, -0.27, 0.02, 0.04, 0.08, 0.08, 0.07, 0.11, 0.12, 0.13, 0.11, 0.12, 0.13, 0.09, 0.13, 0.12, 0.07, 0.07, 0.12, 0.06, 0.11, 0.06, 0.08, 0.08, 0.11, 0.08, 0.07, 0.04, 0.07, 0.07, 0.09, 0.07, 0.07, 0.07, 0.07, -0.05, -0.05, 0.00, -0.08, -0.08, 0.01, -0.27, 0.09, -0.08, 0.01, -0.05, -0.06, 0.01, -0.08, -0.26, 0.05, 0.11, 0.11, 0.12, 0.11, 0.12, 0.11, 0.11, 0.12, -0.06, -0.06, 0.00, -0.08, -0.08, 0.00, -0.28, 0.10, -0.08, 0.01, -0.04, -0.05, 0.00, -0.09, -0.28, 0.10, 0.11, 0.11, 0.12, 0.12, 0.11, 0.07, 0.11, 0.12], "gap_ev": 6.431, "homo_ev": -7.68, "fmax_ev_per_a": 4.80, "spin_multiplicity": 1, "charge": 0, "smiles": "CCCOc1c(C[C@@H](O)CN)cc2c(c1[C@H](Br)[C@@H](C)Br)C(=O)C=C(P(CC)CC)C2=O.O=C1c2ccccc2C(=O)c2ccccc21.O=C1c2ccccc2C(=O)c2ccccc21"}

{"formula": "C2H2NO2S", "method": "ωB97M-V/def2-TZVPD", "elements": ["C", "C", "N", "O", "O", "S", "H", "H"], "positions_angstrom": [[-0.25, -0.97, -0.35], [1.04, -0.38, -0.03], [-0.93, -2.12, -0.72], [-2.18, -2.06, -0.74], [2.28, -0.82, 0.17], [3.63, 0.19, 0.86], [-0.86, -0.13, -0.44], [0.94, 0.77, 0.34]], "lowdin_charge": [-0.16, -0.22, -0.15, -0.14, -0.65, 0.17, 0.04, 0.13], "gap_ev": 6.998, "e_above_lowest_ev": 5.0888, "homo_ev": -3.74, "fmax_ev_per_a": 2.85, "spin_multiplicity": 1, "charge": -1, "smiles": "O=N/C=C\\O[S-]"}